Arrangement a

C17H24N4O3 | ωB97M-V with the def2-TZVPD basis set

## Properties
SMILES: CN(CC[C@]1(C)C[C@H]1CNC(=O)C1=C[C@@H]2C=CN=C[C@H]2O1)C(N)=O
HOMO level (eV): -8.53
Lowest unoccupied orbital energy (eV): -0.244
HOMO-LUMO gap (Ha): 0.3046

Positions of all 48 atoms, in Å:
1 O -1.005 0.183 1.372
2 O 2.390 -4.247 1.242
3 O -1.174 3.054 3.475
4 N 1.566 -3.310 -0.787
5 N -0.494 2.195 0.493
6 N 0.920 -2.645 1.511
7 N -3.110 4.250 6.674
8 C -0.990 1.385 1.514
9 C -0.386 1.686 -0.906
10 C 1.556 -3.520 0.663
11 C 2.143 -4.337 -1.631
12 C -3.538 1.918 6.056
13 C 0.858 0.175 -3.738
14 C 1.342 0.149 -2.275
15 C -2.322 3.293 4.419
16 C -3.816 3.044 6.776
17 C -1.446 1.914 2.815
18 C 2.112 1.459 -1.692
19 C 1.004 -2.074 -1.366
20 C -2.078 1.109 3.799
21 C -2.386 1.940 5.058
22 C -2.345 4.439 5.575
23 C 0.933 0.892 -0.992
24 C 1.984 -1.141 -1.897
25 H -1.952 5.412 5.384
26 H 1.280 -5.033 -2.051
27 H 2.763 -0.960 -1.145
28 H -1.234 1.024 -1.252
29 H 0.979 -2.884 2.473
30 H -0.044 0.740 -3.780
31 H -2.305 0.032 3.693
32 H 2.800 -5.010 -1.198
33 H -4.667 2.948 7.399
34 H 0.258 -1.541 -0.653
35 H 1.865 2.422 -2.184
36 H 0.397 -2.448 -2.159
37 H 0.854 -0.791 -4.155
38 H 2.484 -1.523 -2.743
39 H -1.465 1.774 5.628
40 H 0.299 -1.854 1.169
41 H -4.216 1.081 5.905
42 H 1.558 0.756 -4.257
43 H 3.017 1.440 -1.085
44 H 2.786 -3.854 -2.493
45 H -0.698 3.187 0.639
46 H -3.220 3.511 3.905
47 H 1.269 0.500 -0.098
48 H -0.249 2.491 -1.535

=====

Arrangement b

C17H24N4O3 | ωB97M-V with the def2-TZVPD basis set

## Properties
SMILES: NCCCC[C@H](NC(=O)[C@@H](N)Cc1c[nH]c2ccccc12)C(=O)O
HOMO level (eV): -7.98
Lowest unoccupied orbital energy (eV): 0.591
HOMO-LUMO gap (Ha): 0.3149

Positions of all 48 atoms, in Å:
1 O 3.796 -0.694 1.560
2 O -1.707 0.033 3.065
3 O 0.250 -0.040 3.917
4 N 1.418 -0.750 1.689
5 N 1.334 4.409 -2.160
6 N -2.915 -6.085 0.665
7 N 3.823 1.700 0.256
8 C 2.149 3.409 -1.597
9 C 1.908 0.781 -0.918
10 C -1.671 -3.764 0.454
11 C 0.046 3.832 -2.291
12 C -0.559 -0.021 2.844
13 C -2.352 3.756 -2.643
14 C 0.057 -0.204 1.443
15 C 1.455 2.187 -1.452
16 C -1.134 1.779 -1.877
17 C -0.763 -1.246 0.516
18 C 0.104 2.453 -1.866
19 C 2.488 1.007 0.414
20 C -2.063 -5.085 1.331
21 C -0.960 -2.706 1.212
22 C -2.286 2.436 -2.241
23 C -1.129 4.511 -2.644
24 C 2.652 -0.182 1.268
25 H -3.849 -5.713 0.649
26 H -1.819 -0.978 0.049
27 H -1.348 0.697 -1.431
28 H 2.771 0.446 -1.535
29 H 1.692 5.213 -2.554
30 H 0.039 0.784 0.980
31 H -3.309 1.877 -2.296
32 H 1.148 0.165 -1.097
33 H 1.543 -1.672 1.965
34 H 1.947 1.687 0.988
35 H 4.181 1.943 1.193
36 H 4.633 1.104 -0.020
37 H -3.268 4.186 -3.013
38 H -0.020 -1.600 -0.366
39 H -2.624 -3.222 -0.152
40 H 1.110 -0.027 3.489
41 H -1.541 -2.391 2.151
42 H -0.895 -4.053 -0.401
43 H 3.178 3.848 -1.525
44 H -1.055 5.547 -3.094
45 H -2.591 -6.106 -0.387
46 H -0.006 -3.008 1.629
47 H -1.086 -5.556 1.659
48 H -2.769 -4.687 2.171

=====

Most stable to least stable, the ends of the list are arrangement b and arrangement a.

=====

Arrangement a

CHNO3S | ωB97M-V with the def2-TZVPD basis set

## Properties
HOMO level (eV): -11.17
Lowest unoccupied orbital energy (eV): -1.091
HOMO-LUMO gap (Ha): 0.3704

Positions of all 7 atoms, in Å:
1 S 2.468 -0.377 -0.265
2 O 1.734 0.764 -0.741
3 O 2.517 -0.401 1.169
4 O -0.711 -1.081 -0.798
5 N -2.072 0.620 0.050
6 C -1.497 -0.350 -0.364
7 H -2.440 0.824 0.949

=====

Arrangement b

CHNO3S | ωB97M-V with the def2-TZVPD basis set

## Properties
HOMO level (eV): -11.11
Lowest unoccupied orbital energy (eV): -1.445
HOMO-LUMO gap (Ha): 0.3550

Positions of all 7 atoms, in Å:
1 S 2.552 0.296 -0.386
2 O 2.471 1.676 -0.744
3 O 1.765 -0.238 0.723
4 O -2.127 0.092 -1.394
5 N -1.685 -0.836 0.669
6 C -1.783 -0.218 -0.329
7 H -1.195 -0.772 1.460

=====

Arrangement c

CHNO3S | ωB97M-V with the def2-TZVPD basis set

## Properties
SMILES: O=S(=O)=O.C#N
HOMO level (eV): -12.39
Lowest unoccupied orbital energy (eV): -1.547
HOMO-LUMO gap (Ha): 0.3986

Positions of all 7 atoms, in Å:
1 S -0.837 2.347 0.033
2 O -2.140 1.997 0.497
3 O -0.510 2.074 -1.337
4 O 0.083 2.630 1.061
5 N 0.064 -3.333 -0.201
6 C 1.166 -2.978 -0.088
7 H 2.174 -2.737 0.036

=====

Most stable to least stable, the ends of the list are arrangement a and arrangement c.

=====

Arrangement a

C41H36Br2ClGeIrN4O2PS | ωB97M-V with the def2-TZVPD basis set

## Properties
Net charge: +4
HOMO level (spin up / spin down) (eV): -16.21 / -16.21
Lowest unoccupied orbital energy (spin up / spin down) (eV): -9.275 / -12.708
HOMO-LUMO gap (spin up / spin down) (Ha): 0.2550 / 0.1288
Multiplicity: 6

Positions of all 90 atoms, in Å:
1 Ir -0.309 -3.053 -1.806
2 Br -4.309 -0.159 -4.881
3 Br -2.764 -2.092 -2.794
4 Ge -0.286 8.582 2.263
5 Cl -2.519 -1.868 1.416
6 S 1.812 -0.814 -0.530
7 P -1.096 -4.507 -0.094
8 O 1.625 -1.133 0.860
9 O 1.056 0.191 -1.230
10 N 1.503 -2.191 -1.428
11 N 7.252 0.720 -1.184
12 N 3.090 -1.835 -3.209
13 N 1.132 -3.199 -3.357
14 C -1.413 10.212 4.282
15 C -0.648 8.908 -1.803
16 C -2.809 -4.328 0.587
17 C -1.043 -8.576 -0.694
18 C -2.176 -7.496 -2.538
19 C -2.780 -0.246 -3.752
20 C -0.721 -7.369 -0.227
21 C 1.970 -5.171 3.119
22 C 3.248 -2.124 -4.510
23 C -3.363 -3.270 1.306
24 C -0.342 -4.739 2.561
25 C -1.339 9.662 6.605
26 C 1.394 -4.882 0.840
27 C -5.590 -4.227 1.451
28 C 6.014 0.308 -1.210
29 C 5.689 -0.710 -0.222
30 C 3.432 -0.352 -0.902
31 C -0.744 9.021 4.092
32 C 1.405 -3.616 -4.613
33 C -0.938 9.333 0.589
34 C -1.936 9.554 -2.032
35 C -1.889 -8.609 -1.825
36 C 0.654 -5.023 3.515
37 C 5.068 0.969 -1.983
38 C 4.370 -0.962 0.030
39 C -4.717 -3.253 1.871
40 C -0.149 8.738 -0.562
41 C 3.754 0.649 -1.836
42 C 1.979 -2.369 -2.720
43 C -1.725 10.546 5.586
44 C -1.849 -6.257 -2.154
45 C 2.546 -3.111 -5.184
46 C -3.650 -5.387 0.348
47 C -0.466 8.127 5.023
48 C -5.014 -5.311 0.797
49 C -2.682 10.019 -0.964
50 C -1.192 -6.160 -0.924
51 C 2.357 -5.183 1.767
52 C 0.055 -4.526 1.242
53 C -0.730 8.456 6.366
54 C -2.239 9.976 0.350
55 H 3.106 1.202 -2.443
56 H 7.572 1.370 -1.868
57 H 4.030 -1.628 -5.086
58 H -5.746 -6.143 0.642
59 H 6.596 -1.152 0.232
60 H 0.045 7.225 4.775
61 H -2.838 0.502 -2.976
62 H -0.141 8.502 -2.675
63 H -1.371 -4.813 2.797
64 H 3.462 -5.303 1.674
65 H -3.269 -6.326 -0.035
66 H -0.137 -7.290 0.673
67 H -5.002 -2.487 2.586
68 H 4.033 -1.608 0.855
69 H 0.623 -4.223 -5.174
70 H -1.636 9.988 7.561
71 H -0.334 7.720 7.051
72 H -2.895 10.239 1.149
73 H 0.448 -5.125 4.580
74 H 2.774 -3.399 -6.213
75 H 5.487 1.556 -2.743
76 H -6.692 -4.269 1.727
77 H -1.774 10.802 3.524
78 H -0.813 -9.549 -0.268
79 H 7.936 0.437 -0.481
80 H -1.853 -0.213 -4.352
81 H -2.339 9.543 -2.960
82 H -3.646 10.373 -1.323
83 H 2.714 -5.449 3.862
84 H 0.775 7.547 2.263
85 H -2.150 -5.366 -2.602
86 H 0.782 8.267 -0.382
87 H -2.810 -7.653 -3.402
88 H -2.313 11.422 5.818
89 H 1.607 -5.014 -0.217
90 H -2.212 -9.551 -2.266

=====

Arrangement b

C41H36Br2ClGeIrN4O2PS | ωB97M-V with the def2-TZVPD basis set

## Properties
Net charge: +4
HOMO level (spin up / spin down) (eV): -17.72 / -17.70
Lowest unoccupied orbital energy (spin up / spin down) (eV): -10.706 / -14.067
HOMO-LUMO gap (spin up / spin down) (Ha): 0.2577 / 0.1335
Multiplicity: 6

Positions of all 90 atoms, in Å:
1 Ir 12.412 12.333 12.175
2 Br 14.498 11.096 11.869
3 Br 12.781 11.856 15.214
4 Ge 17.223 11.888 11.873
5 Cl 12.300 12.655 9.462
6 S 14.683 15.065 12.453
7 P 11.093 10.420 11.560
8 O 15.606 14.057 12.016
9 O 14.343 16.153 11.645
10 N 11.863 16.067 13.170
11 N 13.329 14.195 12.806
12 N 16.837 17.152 17.452
13 N 11.176 13.894 12.540
14 C 7.290 8.800 13.473
15 C 18.154 13.843 10.134
16 C 9.718 9.528 9.310
17 C 17.843 9.853 13.640
18 C 16.985 15.584 15.636
19 C 17.795 7.774 11.665
20 C 14.660 16.781 14.573
21 C 9.669 9.822 12.478
22 C 17.457 10.098 12.301
23 C 18.205 8.556 14.018
24 C 14.195 10.741 15.583
25 C 13.528 7.209 10.782
26 C 9.564 15.582 12.737
27 C 16.875 12.759 7.836
28 C 10.636 10.476 9.821
29 C 11.208 11.370 8.924
30 C 10.971 11.294 7.574
31 C 13.522 7.563 13.213
32 C 10.596 16.451 13.109
33 C 8.575 10.660 12.698
34 C 16.338 16.664 16.330
35 C 15.289 15.693 13.955
36 C 12.653 8.621 13.002
37 C 9.900 14.303 12.466
38 C 13.981 6.856 12.101
39 C 18.168 7.586 13.005
40 C 9.532 8.451 12.734
41 C 18.411 14.395 8.883
42 C 15.166 17.235 15.753
43 C 10.079 10.339 7.114
44 C 12.134 14.798 12.867
45 C 17.749 13.848 7.778
46 C 12.655 8.282 10.584
47 C 9.424 9.460 7.962
48 C 17.281 12.720 10.220
49 C 12.201 9.002 11.689
50 C 16.435 15.098 14.488
51 C 7.391 10.166 13.198
52 C 8.352 7.945 13.239
53 C 17.459 9.092 11.308
54 C 16.672 12.154 9.074
55 H 17.233 9.319 10.267
56 H 14.919 10.605 14.787
57 H 17.903 15.140 16.028
58 H 13.796 17.254 14.129
59 H 12.333 9.171 13.886
60 H 11.486 11.974 6.911
61 H 8.554 15.957 12.652
62 H 14.662 18.070 16.245
63 H 17.937 14.323 6.825
64 H 16.927 14.297 13.958
65 H 9.907 10.266 6.047
66 H 19.118 15.205 8.729
67 H 9.162 13.575 12.167
68 H 8.694 8.748 7.588
69 H 13.847 6.662 9.904
70 H 10.345 7.770 12.507
71 H 13.809 7.309 14.234
72 H 6.521 10.795 13.372
73 H 6.370 8.400 13.866
74 H 17.853 6.928 11.000
75 H 8.635 11.719 12.478
76 H 10.418 17.491 13.319
77 H 14.669 6.019 12.229
78 H 18.457 6.583 13.279
79 H 16.430 12.379 6.937
80 H 16.059 11.265 9.147
81 H 18.661 14.273 11.007
82 H 8.255 6.886 13.432
83 H 17.881 10.640 14.399
84 H 12.357 8.539 9.570
85 H 16.390 17.910 17.946
86 H 14.505 10.722 16.617
87 H 17.668 12.670 13.119
88 H 9.264 8.869 10.032
89 H 18.543 8.273 15.013
90 H 17.689 16.791 17.889

=====

Most stable to least stable, the ends of the list are arrangement b and arrangement a.

=====

Arrangement a

C4H13N3 | ωB97M-V with the def2-TZVPD basis set

## Properties
Net charge: -1
HOMO level (spin up / spin down) (eV): 1.39 / -5.21
Lowest unoccupied orbital energy (spin up / spin down) (eV): 3.955 / 3.864
HOMO-LUMO gap (spin up / spin down) (Ha): 0.0943 / 0.3333
Multiplicity: 2

Positions of all 20 atoms, in Å:
1 N 0.083 -1.547 -2.165
2 N -0.404 2.783 0.284
3 N -0.359 -0.054 0.139
4 C 0.048 0.609 1.378
5 C 0.430 -2.195 -0.900
6 C -0.329 -1.507 0.240
7 C 0.525 2.054 1.181
8 H -1.291 2.877 0.782
9 H 0.217 -1.860 1.130
10 H 0.240 0.207 -0.650
11 H -0.714 2.119 -0.428
12 H -0.871 -1.772 -2.415
13 H 1.558 2.043 0.835
14 H -0.884 0.741 1.955
15 H -1.328 -1.912 0.440
16 H 0.628 -1.777 -2.984
17 H 0.489 2.674 2.078
18 H 1.498 -2.124 -0.709
19 H 0.676 -0.007 2.031
20 H 0.116 -3.250 -0.926

=====

Arrangement b

C4H13N3 | ωB97M-V with the def2-TZVPD basis set

## Properties
Net charge: -1
HOMO level (spin up / spin down) (eV): 1.38 / -4.68
Lowest unoccupied orbital energy (spin up / spin down) (eV): 4.039 / 3.998
HOMO-LUMO gap (spin up / spin down) (Ha): 0.0978 / 0.3191
Multiplicity: 2

Positions of all 20 atoms, in Å:
1 N 2.107 1.653 1.669
2 N -2.754 -0.790 0.434
3 N 0.827 -0.108 0.352
4 C -1.307 -1.000 0.525
5 C -0.399 -0.176 -0.294
6 C -0.290 -0.574 -1.808
7 C 1.924 0.887 0.420
8 H -1.222 -0.739 1.662
9 H 1.326 2.253 1.862
10 H 0.186 -1.548 -2.205
11 H 0.343 0.207 -2.342
12 H 2.988 2.194 1.555
13 H -3.059 0.107 0.149
14 H -1.238 -0.472 -2.287
15 H -0.793 0.877 -0.142
16 H -1.151 -2.095 0.181
17 H 1.771 1.619 -0.303
18 H -3.265 -1.384 -0.294
19 H 1.079 -1.093 0.712
20 H 2.926 0.180 0.155

=====

Most stable to least stable, the ends of the list are arrangement a and arrangement b.